# 1
Density functional theory data (the ωB97M-V functional and the def2-TZVPD basis) for a single C4H5FO molecule at a distorted geometry.

Atoms and positions in Å:
F  0.56  -1.97  -0.11
O  -1.61  0.00  -0.71
C  -0.94  -0.15  0.56
C  0.51  -0.67  0.35
C  1.21  0.31  -0.54
C  1.79  1.17  -1.15
H  -0.81  0.87  0.99
H  -1.53  -0.84  1.20
H  -2.54  -0.04  -0.41
H  0.89  -0.55  1.37
H  2.47  1.88  -1.56

Results
HOMO ... -10.22 eV
Energy ... -330.42176 a.u.
Strongest force on any atom ... 2.31 eV/Å
SMILES ... C#C[C@H](F)CO
Gap between HOMO and LUMO ... 11.0 eV


# 2
Density functional theory data (the ωB97M-V functional and the def2-TZVPD basis) for a molecular structure, C36H40AuIN3OP2.

Atoms and positions in Å:
Au  0.30  -0.16  0.36
I  3.02  -1.78  -0.42
P  1.62  1.93  0.43
P  -1.14  1.76  0.70
O  0.00  -1.38  -1.65
N  -2.51  -2.98  1.75
N  0.21  2.79  0.75
N  0.56  -2.74  -3.34
C  0.10  4.26  0.69
C  1.22  -0.65  3.23
C  4.57  2.43  3.85
C  2.48  3.01  2.83
C  -2.24  1.46  -1.81
C  2.77  2.15  1.76
C  2.30  2.45  -1.12
C  3.38  3.15  3.87
C  -1.04  -3.11  1.37
C  -3.74  3.05  -2.81
C  1.54  -1.40  4.35
C  3.97  1.42  1.76
C  0.27  -3.24  3.50
C  -0.11  -2.49  2.37
C  3.26  3.27  -3.59
C  0.43  -1.21  2.24
C  3.62  2.90  -1.24
C  1.08  -2.70  4.48
C  4.87  1.57  2.80
C  -1.35  2.04  3.43
C  -3.01  1.87  -2.89
C  -3.44  1.96  4.61
C  -3.70  3.83  -1.65
C  -2.04  1.90  2.22
C  -2.94  3.42  -0.57
C  1.94  2.82  -3.47
C  -2.87  -3.72  3.00
C  0.86  -1.82  -2.43
C  -2.06  2.08  4.62
C  -4.13  1.80  3.42
C  2.28  -1.35  -2.37
C  1.47  2.40  -2.24
C  4.09  3.31  -2.48
C  -2.20  2.24  -0.65
C  -2.95  -1.56  1.84
C  -3.44  1.76  2.22
H  4.20  0.75  0.94
H  -0.95  -2.66  0.38
H  1.63  0.34  3.12
H  2.17  -0.97  5.12
H  -0.37  4.58  -0.24
H  -3.99  2.00  5.55
H  -2.93  4.02  0.33
H  1.55  3.57  2.84
H  -2.54  -4.75  2.91
H  2.31  -0.26  -2.49
H  -0.86  -4.19  1.28
H  -0.39  -3.06  -3.44
H  -2.39  -3.24  3.85
H  1.24  -3.08  -4.00
H  -4.01  -1.54  2.08
H  -3.03  -3.42  0.99
H  -0.08  -4.26  3.59
H  -3.96  -3.69  3.11
H  5.10  3.68  -2.58
H  1.35  -3.30  5.34
H  -4.28  4.74  -1.60
H  1.10  4.70  0.75
H  -5.21  1.72  3.42
H  -2.78  -1.08  0.87
H  -3.05  1.27  -3.78
H  0.44  2.06  -2.15
H  -0.48  4.62  1.54
H  1.30  2.80  -4.34
H  5.80  1.02  2.80
H  -4.34  3.37  -3.65
H  3.63  3.60  -4.55
H  -3.97  1.66  1.29
H  -1.53  2.22  5.56
H  -2.38  -1.06  2.62
H  -0.27  2.14  3.44
H  -1.67  0.54  -1.88
H  3.17  3.83  4.68
H  2.94  -1.82  -3.09
H  4.27  2.96  -0.38
H  5.28  2.55  4.67

Results
HOMO (alpha / beta) ... -15.48 / -16.68 eV
Energy ... -2750.52806 a.u.
Strongest force on any atom ... 0.34 eV/Å
Net charge ... +3
Gap between HOMO and LUMO (alpha / beta) ... 8.0 / 6.3 eV
2S+1 ... 3